Entry 1:
Density functional theory data (ωB97M-V with the def2-TZVPD basis set) for a structure of composition C14H29N3O8PS in a non-equilibrium geometry.

Values from the calculation:
Net charge = +1
Energy relative to the best compared isomer or geometry (same formula, charge and spin) = 84.8 kcal per mole
HOMO level = -10.76 eV
E_LUMO = -4.35 eV
Kohn-Sham gap = 6.405 eV

XYZ file:
```
56
Properties=species:S:1:pos:R:3:forces:R:3
C 3.889 -2.660 2.385 0.1 -1.0 -0.7
C 4.115 -2.021 0.927 0.8 -0.6 0.2
C 4.003 -0.418 0.846 0.8 -0.5 0.2
C 3.195 0.286 2.038 -0.3 1.4 -1.3
C 1.573 0.217 1.857 0.6 1.3 1.3
O 1.065 1.584 1.981 0.1 -2.0 0.2
C 1.019 -0.601 3.118 1.5 1.3 1.3
N -0.293 -1.324 2.934 0.0 -0.1 1.6
S -0.031 -3.016 3.463 -0.2 -2.2 0.9
C -0.801 -1.392 1.509 -1.5 0.0 -1.1
O -1.536 -0.168 1.270 3.6 -0.2 1.9
N -2.617 -0.357 0.447 -0.9 1.0 -3.4
O -2.551 0.413 -0.450 -0.8 -1.2 1.7
P -1.914 -2.989 1.431 -0.5 -2.3 -1.3
C -3.511 -2.692 2.465 -0.1 -0.1 -0.7
O -2.431 -3.303 -0.171 -0.9 2.1 2.3
C 0.529 -1.541 0.566 -0.6 1.3 0.1
O 0.044 -1.746 -0.801 2.2 -2.6 -0.1
C 0.649 -2.881 -1.374 1.0 -2.3 1.0
N 1.189 -3.932 -1.616 -2.6 5.2 0.9
O 1.160 -0.248 0.554 -0.2 -1.9 1.1
H 2.771 -2.924 2.468 1.7 0.5 0.4
H 4.442 -3.677 2.442 -0.9 1.7 -0.1
H 4.285 -2.041 3.257 -0.7 -0.7 -1.2
H 5.185 -2.325 0.602 -1.8 0.6 0.4
H 3.415 -2.579 0.196 1.0 1.1 1.1
H 5.083 -0.002 0.897 -1.8 -0.6 0.0
H 3.620 -0.155 -0.198 0.3 0.0 1.7
H 3.524 -0.026 3.092 -0.6 0.2 -1.7
H 3.438 1.417 1.969 -0.5 -1.8 0.1
H 0.128 1.526 2.276 0.8 0.2 -0.6
H 0.855 0.173 3.965 0.3 -1.1 -1.5
H 1.772 -1.356 3.566 -1.2 1.2 -1.3
H -0.990 -0.951 3.617 0.2 0.0 -1.2
H 0.166 -3.013 4.849 0.0 1.3 -0.9
H -4.371 -2.484 1.720 1.3 0.0 1.4
H -3.368 -1.847 3.219 -0.5 -1.2 -1.0
H -3.727 -3.707 2.978 0.5 1.8 -0.7
H -3.268 -2.771 -0.273 1.0 -0.7 -0.5
H 1.218 -2.389 0.916 -1.0 1.1 -0.5
C -3.324 4.819 -3.328 -0.1 -0.1 -0.1
O -3.349 3.887 -4.401 0.3 0.2 0.2
C -2.304 4.118 -5.345 -0.2 -0.5 0.0
C -1.158 3.131 -5.153 0.2 0.5 0.0
O -0.482 3.353 -3.915 -0.3 -0.3 0.1
C -0.859 2.413 -2.920 0.1 0.2 0.0
H -3.997 4.460 -2.548 0.0 0.0 -0.1
H -2.322 4.922 -2.903 0.0 0.0 0.0
H -3.678 5.794 -3.677 0.1 0.0 0.1
H -1.946 5.151 -5.286 0.1 -0.1 0.1
H -2.735 3.966 -6.339 0.0 0.0 0.0
H -0.422 3.290 -5.949 -0.1 0.0 0.0
H -1.512 2.097 -5.226 -0.1 0.1 0.0
H -0.410 1.439 -3.140 -0.1 -0.1 0.0
H -1.946 2.311 -2.848 0.0 0.0 -0.1
H -0.480 2.765 -1.958 0.1 0.0 -0.1
```
Positions in Å, forces in eV/Å.

Mulliken atomic charge list, values in e, 5 entries: atom 1 (C): -0.635, atom 2 (C): -0.339, atom 3 (C): -0.654, atom 4 (C): -1.041, atom 5 (C): 1.215



Entry 2:
Density functional theory data (ωB97M-V with the def2-TZVPD basis set) for a cluster of 3 separate species, C14H29NO6S in total in a non-equilibrium geometry.

Values from the calculation:
Energy relative to the best compared isomer or geometry (same formula, charge and spin) = 41.5 kcal per mole
HOMO level = -9.38 eV
E_LUMO = 0.61 eV
Kohn-Sham gap = 9.988 eV

XYZ file:
```
51
Properties=species:S:1:pos:R:3:forces:R:3
C -3.194 -0.014 -3.729 0.5 -0.1 -0.1
O -3.925 0.799 -2.844 -0.2 -0.1 0.1
C -3.831 0.347 -1.489 0.3 0.3 -0.9
C -2.528 0.834 -0.881 -0.1 0.3 0.8
C -2.255 0.397 0.570 0.3 -0.3 -0.4
C -2.525 -1.079 0.890 -0.4 0.7 0.8
O -1.305 -1.736 1.309 0.0 -0.1 -0.7
S -0.788 -2.915 0.294 0.8 -0.5 0.2
O -1.080 -2.521 -1.063 -0.3 0.3 0.0
O 0.835 -2.709 0.554 0.3 -0.1 0.7
N 1.505 -2.103 -0.568 -1.1 0.5 -1.0
C 1.584 -0.826 -0.468 0.3 -0.3 0.5
C 1.575 -0.058 0.815 -0.9 -0.1 -0.2
C 1.670 -0.078 -1.768 0.3 -0.2 0.1
H -2.109 0.091 -3.597 0.0 0.0 0.1
H -3.419 -1.077 -3.592 -0.2 0.0 0.0
H -3.410 0.283 -4.753 -0.2 0.0 0.1
H -3.919 -0.742 -1.520 -0.1 0.0 0.3
H -4.689 0.794 -0.987 0.0 -0.2 0.2
H -1.657 0.583 -1.485 -0.2 -0.3 -0.2
H -2.591 1.925 -0.872 0.1 0.0 -0.1
H -1.192 0.555 0.746 -0.1 0.1 0.1
H -2.757 1.037 1.297 -0.3 0.0 -0.1
H -3.186 -1.121 1.757 0.1 -0.2 0.0
H -3.031 -1.613 0.092 0.3 -0.1 -0.2
H 0.716 0.613 0.812 0.2 0.1 0.1
H 2.467 0.564 0.868 0.1 -0.1 0.0
H 1.484 -0.733 1.659 0.2 0.1 0.1
H 2.661 0.323 -1.984 0.0 0.0 0.0
H 0.973 0.759 -1.680 0.1 0.1 0.0
H 1.324 -0.733 -2.563 0.2 0.0 -0.1
C -0.527 3.953 -1.756 0.1 -0.2 0.0
C -0.194 3.797 -0.292 0.0 0.0 0.0
O 0.189 2.743 0.163 -0.1 0.1 -0.1
C -0.358 5.016 0.580 0.1 -0.2 0.2
H -0.368 3.007 -2.269 0.0 0.0 0.0
H -1.572 4.247 -1.873 0.0 0.1 0.0
H 0.113 4.714 -2.205 -0.1 0.1 0.0
H -1.396 5.353 0.560 0.0 0.1 -0.1
H 0.288 5.819 0.225 -0.1 0.1 -0.1
H -0.086 4.768 1.603 0.0 0.0 0.0
C 3.690 -3.794 1.791 0.1 0.2 -0.1
C 4.316 -2.800 2.735 0.0 0.0 0.0
O 4.827 -1.778 2.338 0.0 0.0 0.0
C 4.273 -3.136 4.208 0.1 0.2 0.0
H 3.785 -3.433 0.769 0.0 0.0 0.0
H 4.194 -4.759 1.874 -0.1 0.0 0.1
H 2.632 -3.912 2.024 0.0 -0.1 0.0
H 4.799 -4.074 4.393 -0.1 -0.1 0.0
H 3.238 -3.233 4.538 0.0 -0.1 0.0
H 4.753 -2.342 4.775 0.0 0.0 0.0
```
Positions in Å, forces in eV/Å.

Mulliken atomic charge list, values in e, 5 entries: atom 1 (C): -0.630, atom 2 (O): -0.392, atom 3 (C): -0.490, atom 4 (C): 0.347, atom 5 (C): 0.164